# 1
Entry from the Open Molecules 2025 dataset: one molecule with the formula C5H9NO (ωB97M-V/def2-TZVPD).

Atoms and positions in Å:
N  2.259562  0.459071  -1.455093
C  1.667504  -0.376434  -0.779053
C  0.986749  -1.286236  -0.116499
C  -0.528318  -1.256641  0.001622
C  -1.162712  0.092044  -0.360536
C  -0.920572  1.212286  0.657869
O  0.435386  1.437335  0.997773
H  2.536914  1.292488  -0.933372
H  1.538354  -2.119508  0.309338
H  0.797819  0.588918  1.286131
H  -0.819345  -1.538238  1.024370
H  -0.943116  -2.036133  -0.651132
H  -0.811238  0.403640  -1.351901
H  -2.249795  -0.040912  -0.439972
H  -1.507421  1.009329  1.568307
H  -1.279775  2.158987  0.242147

Atoms 1-2, force components in eV/Å:
-0.30 -0.42 0.33
0.15 0.16 -0.17

## Properties
* SMILES: N=C=CCCCO
* calculated total energy: -8866.992 eV
* Kohn-Sham gap: 0.356 Eh

# 2
Entry from the Open Molecules 2025 dataset: AsF6H16O8 as an isolated structure (ωB97M-V/def2-TZVPD).

Atoms and positions in Å:
As  14.180475  -25.386183  -23.765552
F  15.897681  -25.120626  -23.814360
F  13.886573  -24.004322  -24.740574
F  12.487967  -25.746889  -23.672956
F  14.587601  -26.888447  -22.915318
F  14.070760  -24.532165  -22.289159
F  14.253666  -26.353067  -25.209476
O  12.918677  -28.994726  -25.288864
H  12.149514  -28.812401  -24.743253
H  13.598940  -28.413957  -24.921365
O  10.379304  -24.634364  -22.117056
H  10.967161  -24.387618  -21.398989
H  10.907520  -25.243115  -22.646965
O  14.061060  -27.342398  -20.324123
H  14.162827  -26.940512  -21.196583
H  13.951157  -26.602610  -19.723251
O  14.648068  -28.854264  -27.515317
H  14.564734  -27.936385  -27.785103
H  14.084439  -28.918664  -26.733090
O  16.432381  -25.211342  -20.697280
H  16.105806  -24.340017  -20.939298
H  16.112956  -25.787783  -21.400635
O  14.685256  -30.069062  -21.802260
H  14.269919  -30.370391  -22.614323
H  14.288111  -29.208772  -21.625781
O  16.465963  -22.400969  -23.636047
H  16.738908  -23.323238  -23.631677
H  15.594912  -22.426820  -24.043145
O  18.612950  -26.437325  -22.686236
H  18.745483  -25.680560  -22.108492
H  18.236608  -26.066314  -23.489244

Atoms 1-2, force components in eV/Å:
0.26 -1.38 -1.04
0.16 0.21 -0.15

## Properties
* total charge: -1
* calculated total energy: -93790.713 eV
* Kohn-Sham gap: 0.412 Eh

Taking the records one at a time from the top gives HOMO values of -8.80, -8.40 eV.
Taking the records one at a time from the top gives ΔE to the lowest compared entry with this formula, charge and spin values of 51.2, 0.0 kcal per mole.